# 1
DFT (ωB97M-V with the def2-TZVPD basis set) results for a cluster of 2 separate species, C4H12NS2 in total in a non-equilibrium geometry.

Lowest unoccupied orbital energy, eV: -3.71
Energy above the lowest of the compared OMol25 structures with the same formula, charge and spin, kcal per mole: 98.0
Calculated total energy, Eh: -1010.33931
Net charge: +1
Orbital gap, eV: 8.52

Each line ends with the Löwdin charge.
CARTESIAN COORDINATES (ANGSTROEM)
C: 2.332 1.345 -0.385  -0.143
C: -0.667 0.822 -0.103  -0.130
C: 1.553 0.376 0.479  -0.543
C: -1.572 -0.114 0.539  -0.671
N: -1.300 -1.536 0.029  0.077
S: 1.822 -1.304 0.145  0.851
S: -3.249 0.244 -0.235  0.755
H: 2.181 1.100 -1.385  0.054
H: 1.947 2.301 -0.091  0.088
H: 3.327 1.100 -0.344  0.059
H: -0.323 0.908 -1.163  0.097
H: -0.623 1.928 0.263  0.124
H: 1.642 0.669 1.578  0.110
H: -1.575 -0.237 1.616  0.125
H: -1.878 -1.832 -0.869  0.195
H: -1.533 -2.231 0.638  0.094
H: -0.192 -1.474 -0.051  0.031
H: 2.104 -1.276 -1.108  -0.110
H: -3.998 -0.786 0.447  -0.063


# 2
DFT (ωB97M-V with the def2-TZVPD basis set) results for the ion C5H4N5O2 with charge -1 in a non-equilibrium geometry.

Lowest unoccupied orbital energy, eV: 3.46
Energy above the lowest of the compared OMol25 structures with the same formula, charge and spin, kcal per mole: 5.1
Calculated total energy, Eh: -617.16000
Net charge: -1
Orbital gap, eV: 7.97

Each line ends with the Löwdin charge.
CARTESIAN COORDINATES (ANGSTROEM)
C: 0.025 2.112 -0.867  -0.092
C: 1.277 0.271 0.034  -0.462
C: -0.011 0.899 -0.394  -0.092
C: -1.170 -0.074 -0.308  -0.443
C: -1.838 -1.942 0.992  -0.087
N: 2.306 1.027 0.424  -0.007
N: 1.621 -0.998 -0.220  -0.002
N: 3.347 0.154 0.379  -0.163
N: 2.963 -0.982 -0.069  -0.157
N: 0.095 3.347 -0.978  0.164
O: -2.099 -0.156 -1.120  0.053
O: -1.006 -0.876 0.742  -0.086
H: -1.348 -2.725 1.652  0.103
H: -1.963 -2.374 -0.114  0.140
H: -2.733 -1.583 1.522  0.087
H: 0.534 3.901 -1.675  0.046


# 3
DFT (ωB97M-V with the def2-TZVPD basis set) results for the molecule C28H32N4O6.

SMILES: C[C@H](NC(=O)c1nc[nH]c1C(=O)N[C@@H](Cc1ccccc1)C(=O)OC(C)(C)C)C(=O)OCc1ccccc1
Lowest unoccupied orbital energy, eV: 0.41
Energy above the lowest of the compared OMol25 structures with the same formula, charge and spin, kcal per mole: 25.9
Calculated total energy, Eh: -1756.77267
Orbital gap, eV: 9.45

Each line ends with the Löwdin charge.
CARTESIAN COORDINATES (ANGSTROEM)
C: -0.356 0.295 -4.274  -0.022
C: -0.323 -1.195 -3.961  -0.229
N: -1.288 -1.593 -2.948  0.138
C: -1.470 -1.017 -1.742  -0.397
O: -1.074 0.096 -1.420  0.039
C: -2.246 -1.888 -0.841  -0.142
N: -2.561 -3.157 -1.238  0.119
C: -3.220 -3.698 -0.253  -0.152
N: -3.356 -2.844 0.779  0.139
C: -2.738 -1.675 0.439  -0.090
C: -2.798 -0.569 1.424  -0.429
O: -3.470 -0.712 2.438  0.059
N: -2.086 0.520 1.116  0.147
C: -2.149 1.730 1.904  -0.166
C: -1.488 1.575 3.298  -0.067
C: -0.003 1.389 3.203  -0.223
C: 0.858 2.464 3.387  -0.049
C: 2.226 2.300 3.261  -0.092
C: 2.752 1.059 2.944  -0.093
C: 1.903 -0.021 2.770  -0.081
C: 0.536 0.145 2.904  -0.037
C: -1.467 2.869 1.145  -0.452
O: -1.875 4.001 1.156  0.128
O: -0.394 2.412 0.532  0.030
C: 0.399 3.218 -0.376  -0.541
C: 1.509 2.262 -0.811  -0.003
C: 0.974 4.440 0.336  -0.008
C: -0.473 3.620 -1.563  -0.004
C: 1.037 -1.671 -3.429  -0.452
O: 1.586 -2.671 -3.814  0.134
O: 1.463 -0.902 -2.438  0.006
C: 2.523 -1.425 -1.626  -0.087
C: 1.965 -2.492 -0.721  -0.190
C: 2.345 -3.819 -0.856  -0.029
C: 1.761 -4.793 -0.064  -0.073
C: 0.789 -4.447 0.859  -0.080
C: 0.404 -3.124 0.992  -0.082
C: 0.987 -2.147 0.206  -0.043
H: -1.357 0.580 -4.589  0.092
H: -0.086 0.869 -3.394  0.053
H: 0.344 0.513 -5.076  0.090
H: -0.545 -1.777 -4.862  0.155
H: -1.628 -2.548 -2.990  0.130
H: -3.607 -4.698 -0.257  0.124
H: -3.830 -2.964 1.663  0.164
H: -1.556 0.539 0.240  0.104
H: -3.200 1.999 2.069  0.165
H: -1.956 0.715 3.780  0.117
H: -1.720 2.472 3.875  0.129
H: 0.451 3.436 3.628  0.121
H: 2.886 3.144 3.411  0.105
H: 3.820 0.933 2.841  0.101
H: 2.306 -0.995 2.531  0.100
H: -0.123 -0.701 2.781  0.101
H: 2.102 1.973 0.054  0.081
H: 2.152 2.739 -1.544  0.096
H: 1.063 1.370 -1.243  0.058
H: 1.563 4.126 1.194  0.071
H: 1.612 4.990 -0.350  0.092
H: 0.174 5.093 0.675  0.082
H: -1.252 4.308 -1.244  0.085
H: 0.134 4.103 -2.324  0.093
H: -0.938 2.732 -1.986  0.077
H: 3.309 -1.828 -2.271  0.131
H: 2.892 -0.567 -1.060  0.130
H: 3.089 -4.091 -1.589  0.117
H: 2.060 -5.824 -0.173  0.103
H: 0.331 -5.209 1.473  0.102
H: -0.354 -2.854 1.714  0.097
H: 0.687 -1.114 0.301  0.107


# 4
DFT (ωB97M-V with the def2-TZVPD basis set) results for a structure of composition C6H10LiO6 in a non-equilibrium geometry.

Lowest unoccupied orbital energy, eV: 1.30
Calculated total energy, Eh: -693.72561
Net charge: -1
Orbital gap, eV: 5.32

Each line ends with the Löwdin charge.
CARTESIAN COORDINATES (ANGSTROEM)
O: -2.459 -0.823 2.192  -0.104
C: -3.232 -0.133 1.473  -0.837
O: -4.179 0.542 1.963  -0.122
O: -3.073 -0.073 0.153  -0.038
Li: -3.604 -0.220 3.657  0.812
O: 0.664 0.981 -1.628  -0.061
C: 1.158 -0.169 -1.604  -0.816
O: 0.953 -1.112 -2.385  -0.041
O: 1.929 -0.399 -0.484  -0.061
C: 2.974 -1.355 -0.575  -0.288
C: 3.907 -1.159 0.600  -0.101
H: 3.513 -1.229 -1.526  0.118
H: 2.550 -2.369 -0.569  0.112
H: 4.491 -0.236 0.489  0.069
H: 4.606 -2.005 0.660  0.063
H: 3.346 -1.110 1.542  0.071
C: -1.881 0.631 -0.459  -0.155
H: -1.886 0.193 -1.467  0.125
H: -1.041 0.417 0.214  0.118
C: -2.127 2.125 -0.546  -0.083
H: -1.477 2.668 0.155  0.074
H: -1.958 2.496 -1.565  0.073
H: -3.173 2.341 -0.289  0.072


# 5
DFT (ωB97M-V with the def2-TZVPD basis set) results for a structure of composition C4H6O2 in a non-equilibrium geometry.

Lowest unoccupied orbital energy, eV: 0.88
Energy above the lowest of the compared OMol25 structures with the same formula, charge and spin, kcal per mole: 55.2
Calculated total energy, Eh: -306.41829
Orbital gap, eV: 9.15

Each line ends with the Löwdin charge.
CARTESIAN COORDINATES (ANGSTROEM)
O: 0.792 1.239 1.700  0.051
C: -0.073 0.588 0.906  -0.196
C: -0.184 0.752 -0.594  -0.149
C: -0.533 -0.655 -1.026  -0.122
C: 0.078 -1.569 -0.266  -0.245
O: 0.691 -1.104 0.831  -0.076
H: 1.664 1.060 1.313  0.123
H: -1.075 0.618 1.381  0.162
H: -0.975 1.449 -0.902  0.120
H: 0.772 1.129 -1.005  0.125
H: -1.219 -0.864 -1.826  0.085
H: 0.063 -2.641 -0.514  0.121


# 6
DFT (ωB97M-V with the def2-TZVPD basis set) results for a structure of composition C36H31BF9IKN5O3.

Lowest unoccupied orbital energy (alpha / beta), eV: 3.69 / 3.20
Energy above the lowest of the compared OMol25 structures with the same formula, charge and spin, kcal per mole: 80.5
Calculated total energy, Eh: -3711.24489
Net charge: -2
Orbital gap (alpha / beta), eV: 5.58 / 4.80

Each line ends with the Löwdin charge.
CARTESIAN COORDINATES (ANGSTROEM)
K: -0.620 -0.057 0.237  0.671
C: 2.564 -1.286 -0.493  -0.066
C: 1.771 -2.309 0.313  -0.257
N: 1.957 -2.128 1.752  -0.168
C: 3.178 -2.769 2.199  -0.273
C: 3.698 -2.256 3.536  -0.096
C: 0.790 -2.461 2.574  -0.178
C: 0.462 -1.394 3.617  -0.242
N: 0.050 -0.180 2.944  -0.002
C: -0.046 0.948 3.607  -0.221
C: -0.371 2.141 2.874  -0.155
F: -0.553 1.999 1.530  -0.063
C: -0.458 3.391 3.413  -0.248
F: -0.744 4.435 2.596  0.049
C: -0.271 3.631 4.770  -0.003
C: 0.021 2.505 5.523  -0.253
F: 0.213 2.657 6.860  0.041
C: 0.127 1.238 5.002  -0.145
F: 0.408 0.230 5.876  0.033
H: 2.247 -1.316 -1.538  0.070
H: 2.370 -0.284 -0.099  0.057
H: 3.641 -1.465 -0.451  0.068
H: 0.720 -2.189 0.065  0.055
H: 2.052 -3.326 -0.005  0.122
H: 3.042 -3.867 2.260  0.113
H: 3.944 -2.589 1.441  0.101
H: 3.088 -2.605 4.370  0.061
H: 4.722 -2.604 3.699  0.061
H: 3.691 -1.165 3.545  0.078
H: -0.085 -2.569 1.929  0.097
H: 0.942 -3.430 3.079  0.116
H: -0.336 -1.797 4.259  0.116
H: 1.334 -1.235 4.257  0.086
H: -0.351 4.614 5.203  0.104
C: -3.772 3.820 -0.820  -0.061
C: -3.952 4.001 -2.180  -0.083
C: -3.275 3.176 -3.062  -0.032
C: -2.434 2.191 -2.551  -0.212
N: -2.266 2.010 -1.241  0.123
C: -2.918 2.810 -0.401  -0.118
C: -1.652 1.295 -3.455  -0.225
C: -2.151 0.900 -4.690  -0.027
C: -1.394 0.037 -5.468  -0.064
C: -0.160 -0.377 -5.005  -0.082
C: 0.261 0.087 -3.768  -0.135
N: -0.464 0.896 -3.005  0.128
H: -4.277 4.442 -0.094  0.099
H: -4.611 4.776 -2.554  0.097
H: -3.374 3.308 -4.131  0.101
H: -2.760 2.624 0.654  0.099
H: -3.128 1.229 -5.019  0.101
H: -1.772 -0.325 -6.415  0.104
H: 0.444 -1.075 -5.567  0.044
H: 1.218 -0.216 -3.365  0.098
F: -4.110 0.518 1.337  0.009
C: -4.126 -0.863 1.334  -0.266
C: -3.028 -1.558 0.910  -0.009
C: -3.188 -2.916 0.971  -0.285
F: -2.161 -3.754 0.600  0.014
C: -4.337 -3.566 1.392  -0.167
F: -4.444 -4.915 1.417  0.066
C: -5.417 -2.803 1.797  -0.162
F: -6.559 -3.394 2.208  0.072
C: -5.311 -1.424 1.774  -0.167
F: -6.371 -0.681 2.171  0.065
O: 2.550 2.893 -0.181  0.175
B: 1.798 2.136 -1.056  -0.241
O: 2.500 1.821 -2.201  0.151
C: 3.741 2.393 -2.025  -0.199
C: 4.824 2.373 -2.870  0.010
C: 5.966 3.048 -2.435  -0.099
C: 5.998 3.700 -1.206  -0.100
C: 4.888 3.709 -0.359  0.008
C: 3.772 3.042 -0.803  -0.200
H: 4.786 1.860 -3.821  0.121
H: 6.844 3.060 -3.068  0.094
H: 6.901 4.209 -0.898  0.094
H: 4.898 4.210 0.599  0.120
N: -2.552 -2.982 -2.380  0.146
C: -1.173 -2.911 -2.328  -0.656
O: -0.652 -1.829 -2.006  -0.091
C: -0.426 -4.072 -2.727  -0.218
I: -0.147 -4.182 -5.517  -0.177
H: -2.996 -2.261 -1.828  0.080
H: -2.955 -3.898 -2.272  0.087
H: -0.900 -5.041 -2.638  0.020
H: 0.628 -4.040 -2.495  0.024


# 7
DFT (ωB97M-V with the def2-TZVPD basis set) results for a structure of composition CH31O18Pb in a non-equilibrium geometry.

Lowest unoccupied orbital energy, eV: -3.46
Energy above the lowest of the compared OMol25 structures with the same formula, charge and spin, kcal per mole: 0.0
Calculated total energy, Eh: -1603.72908
Net charge: +1
Orbital gap, eV: 9.46

Each line ends with the Löwdin charge.
CARTESIAN COORDINATES (ANGSTROEM)
Pb: -5.447 4.743 8.791  1.723
C: -8.137 4.417 7.802  -0.754
O: -7.295 3.508 7.661  -0.114
O: -9.452 4.249 7.600  0.137
O: -7.787 5.563 8.206  -0.105
H: -9.793 3.405 7.288  0.079
O: -12.522 3.064 7.300  -0.011
H: -13.323 2.529 7.283  0.078
H: -12.085 2.875 6.508  -0.050
O: -4.832 4.217 6.623  -0.154
H: -5.424 3.886 5.977  0.029
H: -4.156 4.706 6.170  0.075
O: -7.950 7.951 6.743  -0.042
H: -7.893 8.743 6.182  0.112
H: -7.814 7.218 6.126  0.063
O: -9.434 3.255 10.988  -0.058
H: -9.617 4.178 10.882  -0.021
H: -9.926 2.929 10.201  0.002
O: -7.795 8.389 9.510  -0.013
H: -7.806 8.205 8.584  -0.018
H: -8.701 8.249 9.732  0.038
O: -9.546 5.946 4.876  -0.025
H: -9.883 5.962 5.761  0.002
H: -9.582 6.900 4.696  0.066
O: -7.505 3.525 5.021  -0.055
H: -7.920 4.416 4.982  0.025
H: -7.590 3.295 5.960  -0.020
O: -10.127 7.107 7.878  -0.046
H: -9.811 6.207 8.074  0.000
H: -9.337 7.499 7.501  -0.039
O: -9.039 1.384 6.590  -0.040
H: -9.146 0.582 6.008  0.112
H: -9.758 1.810 6.177  -0.049
O: -10.497 2.127 8.912  -0.014
H: -10.096 1.310 8.684  0.035
H: -11.279 2.226 8.385  0.013
O: -7.414 0.996 8.968  -0.055
H: -8.164 0.392 8.817  0.037
H: -7.633 1.832 8.556  -0.033
O: -6.816 3.862 10.531  -0.120
H: -6.426 3.597 11.343  0.074
H: -7.730 3.941 10.771  0.015
O: -10.935 2.708 5.241  0.006
H: -11.220 1.974 4.709  0.097
H: -10.766 3.388 4.619  0.073
O: -5.748 6.674 10.198  -0.183
H: -6.343 7.347 9.850  0.007
H: -5.127 7.196 10.750  0.104
O: -9.308 5.906 10.457  -0.026
H: -8.757 5.801 9.694  -0.029
H: -10.101 6.354 10.125  0.073